No. 1
Molecular formula: C37H51N12O2SSiSn
Method: DFT, ωB97M-V/def2-TZVPD

Its HOMO energy is -9.2 eV. The charge is +1. The multiplicity is 1. The relative energy (zero: lowest compared OMol25 entry of this formula, charge and spin) comes out at 0.0 kJ/mol. Its HOMO-LUMO gap is 0.26506 Ha.

Structure (XYZ):
```
105
C37H51N12O2SSiSn (ωB97M-V/def2-TZVPD)
Sn 0.862 -0.259 0.421
C -2.004 -1.334 -1.760
C -1.736 0.056 -2.372
N -0.830 0.905 -1.572
C -1.404 2.218 -1.260
C -2.591 2.204 -0.290
S -2.303 1.332 1.285
C -3.583 0.042 1.276
C -3.571 -0.810 0.013
N -2.226 -1.231 -0.333
H -2.862 -1.773 -2.284
H -1.149 -1.977 -1.938
H -1.323 -0.071 -3.372
H -2.694 0.569 -2.491
H 0.019 1.078 -2.101
H -0.600 2.815 -0.841
H -1.757 2.729 -2.168
H -2.837 3.238 -0.042
H -3.471 1.752 -0.744
H -3.331 -0.565 2.148
H -4.558 0.507 1.423
H -4.268 -1.651 0.152
H -3.971 -0.226 -0.817
H -1.954 -2.076 0.152
C 4.829 -2.216 4.260
O 4.098 -2.414 3.049
C 3.105 -1.604 2.697
O 2.496 -1.832 1.665
N 2.810 -0.583 3.549
N 1.871 0.355 3.133
H 5.547 -3.028 4.303
H 4.172 -2.269 5.130
H 5.369 -1.267 4.249
H 3.484 -0.307 4.244
H 2.300 1.242 2.885
H 1.168 0.490 3.849
N -4.637 8.974 3.900
C -3.858 8.226 3.508
C -2.887 7.293 3.023
C -1.717 7.755 2.423
C -0.778 6.854 1.959
C -1.009 5.488 2.079
C -2.178 5.023 2.674
C -3.112 5.923 3.149
N -0.061 4.564 1.573
C 0.774 4.748 0.492
C 1.445 3.575 0.334
N 1.053 2.671 1.295
C 0.158 3.301 2.021
H -1.547 8.818 2.330
H 0.143 7.212 1.520
H -2.359 3.958 2.745
H -4.023 5.572 3.613
H 0.799 5.660 -0.076
H 2.196 3.323 -0.395
H -0.330 2.902 2.892
C 3.510 1.531 -2.074
Si 3.339 0.556 -0.417
C 4.542 -0.901 -0.703
C 4.280 1.593 0.907
H 4.418 2.137 -2.078
H 2.670 2.198 -2.287
H 3.586 0.831 -2.909
H 5.534 -0.545 -0.985
H 4.186 -1.560 -1.499
H 4.645 -1.513 0.196
H 5.188 2.036 0.494
H 4.585 0.948 1.737
H 3.675 2.402 1.321
N -2.932 -4.180 1.490
C -1.902 -4.206 2.408
C -1.663 -5.355 3.176
C -0.615 -5.342 4.069
C 0.155 -4.190 4.199
C -0.155 -3.113 3.395
N -1.144 -3.111 2.500
H -3.711 -4.793 1.663
H -3.183 -3.259 1.175
H -2.307 -6.218 3.074
H -0.409 -6.214 4.676
H 0.963 -4.135 4.915
H 0.397 -2.183 3.464
C 1.484 -4.278 -1.995
C 1.471 -3.222 -1.101
N 1.399 -1.951 -1.497
C 1.370 -1.699 -2.812
C 1.363 -2.692 -3.791
C 1.412 -4.014 -3.352
C 1.437 -2.356 -5.238
C 0.473 -2.009 -6.084
C -0.982 -1.959 -5.860
C -1.707 -3.039 -5.368
C -3.084 -2.892 -5.311
N -3.699 -1.770 -5.669
C -2.915 -0.796 -6.118
N -1.598 -0.837 -6.246
H 1.555 -5.294 -1.633
H 1.532 -3.376 -0.030
H 1.396 -0.653 -3.100
H 1.413 -4.822 -4.072
H 2.450 -2.383 -5.628
H 0.754 -1.718 -7.091
H -1.228 -3.963 -5.079
H -3.726 -3.699 -4.975
H -3.404 0.126 -6.416
```

=====

No. 2
Molecular formula: C12H15N2O
Method: DFT, ωB97M-V/def2-TZVPD

Its HOMO energy (alpha / beta) is -12.5 / -12.5 eV. The charge is +1. The multiplicity is 1. The relative energy (zero: lowest compared OMol25 entry of this formula, charge and spin) comes out at 186.4 kJ/mol. Its HOMO-LUMO gap (alpha / beta) is 0.25871 / 0.25868 Ha.

Structure (XYZ):
```
30
C12H15N2O (ωB97M-V/def2-TZVPD)
C 1.358 2.479 -0.294
C 0.656 1.165 -0.182
N 1.328 -0.350 -0.087
C 2.721 -0.279 0.075
N 3.410 -1.486 0.238
O 3.344 0.752 -0.001
C 0.259 -1.219 -0.021
C 0.291 -2.648 -0.007
C -0.956 -3.251 -0.056
C -2.172 -2.543 -0.193
C -2.210 -1.197 0.042
C -0.964 -0.540 0.060
C -0.784 0.997 -0.041
C -1.130 1.589 1.383
C -1.648 1.769 -1.066
H 1.882 2.552 -1.276
H 2.125 2.666 0.401
H 0.645 3.286 -0.351
H 3.009 -2.143 0.907
H 4.452 -1.376 0.100
H 1.201 -3.159 0.035
H -1.133 -4.317 -0.199
H -2.937 -3.085 -0.629
H -3.175 -0.600 0.163
H -2.157 1.192 1.542
H -1.287 2.647 1.300
H -0.648 1.213 2.201
H -2.644 1.343 -1.096
H -1.166 1.745 -2.071
H -1.669 2.796 -0.879
```

=====

No. 3
Molecular formula: C4H2OV
Method: DFT, ωB97M-V/def2-TZVPD

Its HOMO energy (alpha / beta) is -13.2 / -13.2 eV. The charge is +1. The multiplicity is 5. Its HOMO-LUMO gap (alpha / beta) is 0.26380 / 0.24934 Ha.

Structure (XYZ):
```
8
C4H2OV (ωB97M-V/def2-TZVPD)
C -1.726 0.766 0.680
C -1.958 1.213 -0.451
H -2.451 1.512 -1.363
O -0.454 -1.988 -0.151
C 0.032 -1.015 0.349
C -0.277 0.352 0.517
H 0.358 0.877 1.253
V 1.883 0.222 -0.204
```

=====

No. 4
Molecular formula: C31H91N13O11
Method: DFT, ωB97M-V/def2-TZVPD

Its HOMO energy is -9.1 eV. The charge is 0. The multiplicity is 1. Its HOMO-LUMO gap is 0.33680 Ha.

Structure (XYZ):
```
146
C31H91N13O11 (ωB97M-V/def2-TZVPD)
C -5.033 -1.754 5.988
O -4.826 -0.389 5.859
C -3.637 0.082 6.447
C -3.252 1.552 6.124
C -2.586 1.754 4.783
N -2.230 1.935 7.137
H -5.908 -2.137 5.463
H -5.182 -2.099 7.023
H -4.133 -2.282 5.645
H -3.761 0.015 7.536
H -2.679 -0.451 6.356
H -4.122 2.184 6.294
H -2.186 2.755 4.636
H -3.212 1.508 3.921
H -1.724 1.119 4.550
H -1.445 1.307 6.996
H -2.594 1.805 8.072
C -1.733 1.555 -1.331
O -2.378 1.073 -0.148
C -1.628 1.221 1.033
C -0.380 0.294 1.083
C -0.904 -1.105 0.978
N 0.310 0.454 2.360
H -0.919 0.909 -1.666
H -1.357 2.551 -1.090
H -2.466 1.638 -2.131
H -1.409 2.265 1.298
H -2.319 0.982 1.847
H 0.246 0.630 0.249
H -0.194 -1.928 1.101
H -1.353 -1.186 -0.015
H -1.605 -1.353 1.778
H 0.094 1.308 2.865
H -0.036 -0.319 2.929
C 1.337 4.568 0.573
O 1.420 5.663 -0.323
C 2.635 6.387 -0.204
C 2.586 7.577 -1.151
C 2.550 7.159 -2.616
N 3.655 8.546 -0.836
H 0.282 4.328 0.454
H 1.399 4.888 1.629
H 2.202 3.900 0.557
H 2.836 6.622 0.848
H 3.399 5.669 -0.540
H 1.627 8.087 -0.976
H 3.493 6.629 -2.781
H 2.411 7.999 -3.292
H 1.779 6.403 -2.764
H 3.637 8.635 0.173
H 3.299 9.393 -1.266
C 1.494 -2.195 -2.007
O 2.672 -2.460 -1.263
C 2.434 -3.488 -0.321
C 3.730 -3.668 0.463
C 4.904 -4.119 -0.406
N 3.607 -4.626 1.555
H 1.450 -2.961 -2.792
H 1.626 -1.284 -2.596
H 0.565 -2.109 -1.443
H 1.635 -3.352 0.409
H 2.403 -4.459 -0.832
H 3.945 -2.650 0.817
H 4.841 -3.769 -1.435
H 4.954 -5.209 -0.479
H 5.852 -3.814 0.037
H 2.997 -4.254 2.280
H 4.472 -4.791 2.054
C -0.025 -4.937 2.042
O -0.438 -5.361 0.737
C -1.457 -4.581 0.177
C -2.881 -4.665 0.787
C -3.281 -6.082 1.210
N -3.799 -4.090 -0.239
H 0.640 -5.708 2.440
H -0.750 -4.887 2.859
H 0.602 -4.046 2.067
H -1.201 -3.550 -0.083
H -1.622 -5.046 -0.806
H -2.912 -4.021 1.670
H -4.336 -6.126 1.478
H -2.663 -6.486 2.012
H -3.086 -6.753 0.368
H -3.350 -4.425 -1.088
H -4.689 -4.563 -0.131
C -1.287 3.819 -3.818
O -0.082 3.326 -3.279
C 1.003 3.471 -4.173
C 2.159 2.466 -3.947
C 2.597 2.433 -2.490
N 3.218 2.656 -4.916
H -1.362 4.903 -3.951
H -2.057 3.506 -3.116
H -1.549 3.389 -4.790
H 0.717 3.395 -5.227
H 1.413 4.479 -4.024
H 1.592 1.562 -4.227
H 2.417 3.409 -2.033
H 3.617 2.091 -2.288
H 2.108 1.725 -1.812
H 3.958 1.971 -4.797
H 2.857 2.377 -5.825
C -1.903 -1.607 -3.603
O -1.455 -1.130 -4.839
C -0.886 -2.122 -5.700
C 0.257 -1.633 -6.562
C 1.648 -1.542 -5.968
N -0.116 -0.339 -7.152
H -1.157 -2.288 -3.167
H -2.721 -2.329 -3.756
H -2.270 -0.928 -2.840
H -0.480 -2.929 -5.074
H -1.690 -2.637 -6.229
H 0.229 -2.360 -7.383
H 1.728 -1.902 -4.935
H 2.021 -0.522 -5.908
H 2.362 -2.177 -6.495
H 0.728 0.174 -7.369
H -0.532 0.229 -6.415
N 2.128 -1.234 4.386
C 1.183 -2.210 4.323
N 1.695 -3.419 4.683
O 0.035 -2.063 3.908
H 3.075 -1.544 4.493
H 1.906 -0.362 3.931
H 1.079 -4.202 4.801
H 2.672 -3.458 4.899
N -4.348 -0.836 -1.234
C -5.523 -0.607 -1.874
N -6.191 -1.741 -2.213
O -5.890 0.543 -2.113
H -3.844 0.021 -1.038
H -3.911 -1.709 -0.991
H -5.765 -2.631 -2.044
H -7.186 -1.571 -2.191
N 3.524 2.146 1.961
C 4.013 1.069 1.274
N 3.122 0.048 1.231
O 5.118 1.029 0.743
H 2.682 2.152 2.508
H 4.094 2.973 1.996
H 2.153 0.311 1.367
H 3.398 -0.659 0.564
O 0.399 2.895 4.234
H 1.157 2.816 4.823
H -0.199 3.498 4.689
```

=====

No. 5
Molecular formula: C40H48N5O13P
Method: DFT, ωB97M-V/def2-TZVPD

Its HOMO energy is -8.7 eV. The charge is 0. The multiplicity is 1. Its HOMO-LUMO gap is 0.29620 Ha.

Structure (XYZ):
```
107
C40H48N5O13P (ωB97M-V/def2-TZVPD)
C 2.096 1.343 2.743
C 1.560 0.008 3.319
O 2.085 -1.029 2.524
C 1.121 -2.001 2.200
C 0.043 -1.511 1.263
O -0.613 -2.596 0.592
P -2.097 -2.139 0.039
O -3.015 -2.022 1.408
C -4.355 -1.523 1.246
C -4.563 -0.276 2.123
C -4.488 -0.784 3.555
C -3.548 0.836 1.795
C -4.222 2.242 1.909
C -2.288 0.824 2.653
H 2.861 1.686 3.414
H 2.478 1.117 1.763
H 1.297 2.057 2.616
H 1.856 -0.052 4.357
H 0.482 0.083 3.289
H 0.721 -2.430 3.112
H 1.645 -2.806 1.704
H -0.696 -1.002 1.865
H 0.441 -0.755 0.597
H -1.829 -0.797 -0.397
H -4.637 -1.369 0.209
H -5.005 -2.278 1.666
H -5.543 0.116 1.894
H -3.894 -1.682 3.612
H -4.062 -0.081 4.254
H -5.463 -1.049 3.932
H -3.245 0.705 0.771
H -3.608 2.818 2.583
H -4.224 2.721 0.950
H -5.207 2.181 2.332
H -1.471 1.210 2.059
H -2.371 1.432 3.541
H -2.004 -0.169 2.960
O 5.266 -8.127 0.301
N 5.714 -7.093 -0.137
O 6.443 -7.014 -1.100
C 5.350 -5.847 0.546
C 4.547 -5.905 1.669
C 4.223 -4.729 2.323
C 4.699 -3.514 1.850
C 5.497 -3.474 0.715
C 5.827 -4.646 0.057
H 4.177 -6.849 2.037
H 3.601 -4.759 3.206
H 4.448 -2.597 2.367
H 5.865 -2.528 0.347
H 6.449 -4.615 -0.823
O -6.502 1.786 -1.401
N -5.998 2.882 -1.527
O -5.857 3.684 -0.635
C -5.545 3.298 -2.855
C -5.735 2.462 -3.938
C -5.322 2.887 -5.190
C -4.719 4.126 -5.340
C -4.526 4.947 -4.239
C -4.945 4.536 -2.988
H -6.201 1.497 -3.821
H -5.469 2.252 -6.046
H -4.396 4.453 -6.319
H -4.053 5.909 -4.358
H -4.797 5.176 -2.132
O 5.437 0.295 5.554
N 6.143 0.721 4.669
O 6.532 0.064 3.731
C 6.559 2.125 4.742
C 6.163 2.890 5.823
C 6.575 4.209 5.899
C 7.371 4.747 4.898
C 7.753 3.968 3.815
C 7.346 2.648 3.734
H 5.544 2.470 6.600
H 6.278 4.817 6.741
H 7.696 5.776 4.963
H 8.370 4.389 3.035
H 7.645 2.040 2.894
O -2.178 -1.868 -5.021
N -2.453 -2.882 -5.621
O -2.838 -2.916 -6.768
C -2.300 -4.142 -4.905
C -1.895 -4.106 -3.588
C -1.761 -5.294 -2.894
C -2.031 -6.500 -3.526
C -2.431 -6.519 -4.855
C -2.568 -5.332 -5.554
H -1.684 -3.170 -3.094
H -1.449 -5.278 -1.860
H -1.932 -7.428 -2.980
H -2.639 -7.458 -5.346
H -2.880 -5.344 -6.586
O -1.555 6.376 -2.378
N -1.280 5.858 -3.435
O -1.697 6.235 -4.508
C -0.400 4.686 -3.412
C 0.052 4.211 -2.196
C 0.862 3.089 -2.173
C 1.211 2.460 -3.359
C 0.756 2.955 -4.573
C -0.056 4.076 -4.603
H -0.221 4.700 -1.274
H 1.218 2.703 -1.228
H 1.840 1.579 -3.338
H 1.031 2.466 -5.495
H -0.414 4.459 -5.546
```